Record 1
A molecular structure, C32H30CrF3N5O3S. Source: the OMol25 dataset; level of theory: ωB97M-V with the def2-TZVPD basis set.

```
! RIJCOSX wB97M-V def2-TZVPD def2/J DEFGRID3
* xyz 0 5
Cr -0.245 0.411 0.097
S -1.161 -2.365 1.689
F -3.718 -2.022 2.229
F -2.908 -3.917 2.885
F -3.317 -3.585 0.791
O -0.729 -2.034 3.018
O -1.410 -1.207 0.813
O -0.452 -3.431 1.022
N -1.909 1.365 -1.209
N 0.480 -0.782 -1.775
N -2.382 -1.657 -1.955
N 1.689 -0.847 0.801
N 0.942 2.241 -0.425
C -2.873 -3.009 1.911
C -1.620 2.090 3.965
C -1.043 0.583 -3.375
C -1.420 -2.562 -2.024
C -2.602 3.631 -0.843
C 0.295 -0.090 -3.075
C -1.505 1.682 -2.452
C -1.588 2.991 -2.921
C 0.704 2.233 2.456
C 0.032 -2.197 -1.805
C 3.694 -2.681 1.252
C -4.005 -3.370 -2.350
C 2.010 -1.196 2.043
C 4.540 2.207 0.487
C 2.348 -1.386 -0.220
C -3.644 -2.059 -2.109
C 4.457 2.169 1.870
C -2.131 3.975 -2.104
C -1.687 -3.912 -2.258
C 2.136 2.274 0.368
C 2.025 2.248 1.762
C -2.995 -4.318 -2.426
C 3.215 2.196 2.487
C -2.463 2.311 -0.438
C 3.359 -2.315 -0.044
C 3.373 2.267 -0.259
C -1.504 1.404 2.766
C 1.952 -0.855 -1.570
C -0.569 2.883 4.409
C -0.364 1.462 1.952
C 0.591 2.944 3.657
C 3.014 -2.112 2.313
H 5.501 2.192 -0.009
H 0.264 2.917 -0.075
H -0.650 3.443 5.332
H 5.356 2.112 2.469
H -2.202 4.996 -2.458
H -0.874 -4.626 -2.289
H -0.941 1.010 -4.375
H 1.420 -0.740 2.829
H 2.406 -1.462 -2.365
H -2.524 2.004 4.557
H 3.422 2.311 -1.343
H 3.868 -2.746 -0.897
H -3.226 -5.361 -2.602
H 0.306 -2.640 -0.844
H -1.829 -0.166 -3.406
H 1.416 3.559 4.000
H -4.399 -1.283 -2.033
H -3.052 4.353 -0.177
H 4.473 -3.412 1.427
H -5.046 -3.641 -2.463
H 2.355 0.155 -1.659
H 3.156 2.137 3.566
H -1.254 3.221 -3.925
H 0.616 -2.714 -2.582
H 1.141 2.454 -1.396
H 1.068 0.680 -3.141
H -2.785 2.000 0.547
H 3.238 -2.385 3.335
H 0.500 -0.801 -3.888
H -2.334 0.773 2.459
*
```

frontier orbital gap (spin up / spin down): 6.6280 / 8.1124 eV
expectation value of S²: 6.024
energy relative to the best compared isomer or geometry (same formula, charge and spin): 1.4 kcal per mole
calculated total energy: -94675.0923 eV
HOMO (spin up / spin down): -6.4721 / -7.9647 eV

---

Record 2
A molecular structure, C6H14Br3NP. Source: the OMol25 dataset; level of theory: ωB97M-V with the def2-TZVPD basis set.

```
! RIJCOSX wB97M-V def2-TZVPD def2/J DEFGRID3
* xyz 1 1
Br 0.110 2.278 1.383
Br -1.701 1.898 -1.265
Br -2.152 -1.956 0.730
P -3.974 0.495 0.376
N 0.266 0.037 -0.393
C -0.623 0.986 0.132
C 1.185 0.299 -1.498
C 1.046 -0.656 0.711
C 2.050 1.508 -1.277
C 1.599 -2.098 0.417
C -2.760 -0.249 1.318
H -4.669 1.168 1.423
H 1.852 0.104 0.828
H 1.825 -0.579 -1.368
H 0.687 0.462 -2.484
H 0.447 -0.679 1.577
H -4.769 -0.529 0.255
H 2.854 1.488 -2.072
H 0.782 -2.829 0.152
H -0.358 -0.711 -0.613
H 1.647 2.469 -1.506
H 1.864 -2.471 1.385
H -2.053 0.220 2.079
H 2.335 1.443 -0.244
H 2.509 -2.100 -0.048
*
```

frontier orbital gap (spin up / spin down): 7.8388 / 6.3140 eV
energy relative to the best compared isomer or geometry (same formula, charge and spin): 11.2 kcal per mole
calculated total energy: -227343.4351 eV
HOMO (spin up / spin down): -12.3614 / -11.4931 eV